# 1
{"formula": "C13H17IrN4O7P2S2Si", "method": "ωB97M-V with the def2-TZVPD basis set", "elements": ["Ir", "C", "C", "C", "C", "C", "C", "N", "N", "Si", "C", "C", "C", "H", "H", "H", "H", "H", "H", "H", "H", "H", "H", "H", "H", "H", "H", "H", "S", "C", "C", "N", "C", "S", "C", "N", "O", "P", "O", "O", "O", "P", "O", "O", "O", "H", "H"], "coordinates": [[0.8736, 0.8238, -0.9570], [1.2311, 1.9931, 3.2077], [0.1446, 1.0285, 2.8172], [-0.6888, 0.4257, 3.7483], [-1.6524, -0.4515, 3.2635], [-1.7599, -0.7121, 1.9217], [-0.8718, -0.0696, 1.0232], [0.0475, 0.8106, 1.5088], [-0.8050, -0.2544, -0.3026], [-1.6070, -1.6359, -1.0670], [-1.1520, -3.2683, -0.2452], [-1.2931, -1.8708, -2.8945], [-3.4828, -1.3796, -0.9469], [1.4592, 1.9392, 4.2739], [0.9286, 3.0127, 2.9599], [2.1266, 1.7703, 2.6275], [-0.5846, 0.6249, 4.8063], [-2.3280, -0.9482, 3.9534], [-2.5039, -1.4105, 1.5762], [-0.0811, -3.4720, -0.3365], [-1.6898, -4.0743, -0.7583], [-1.4185, -3.3097, 0.8093], [-0.2495, -2.1307, -3.0811], [-1.5496, -0.9893, -3.4781], [-1.9344, -2.6954, -3.2254], [-3.8641, -1.2748, 0.0716], [-4.0046, -2.2206, -1.4185], [-3.7464, -0.4699, -1.4943], [0.9272, 3.1085, -0.6232], [-0.2558, 3.7318, -1.7536], [-0.6606, 5.0899, -1.6395], [-0.9669, 6.1959, -1.5372], [-0.7067, 2.9369, -2.7472], [-0.1732, 1.3024, -2.9421], [-1.6404, 3.4196, -3.7143], [-2.3930, 3.7856, -4.5076], [4.0175, -0.1402, 1.5870], [4.2070, 0.1400, -0.0296], [5.6290, 0.4547, -0.2674], [3.0940, 1.0694, -0.4145], [3.8795, -1.3440, -0.6143], [2.3755, -1.9517, -0.7145], [1.7772, -1.6209, 0.7584], [2.4114, -3.4073, -0.9355], [1.5921, -1.0669, -1.6620], [4.8996, -0.1330, 1.9793], [2.4432, -1.3619, 1.4146]], "e_homo_ev": [-1.721, -1.720], "energy_ha": -3124.673696, "charge": -2, "largest_force_ev_per_a": 1.00, "lumo_energy_ev": [4.76, 4.76], "homo_lumo_gap_ev": [6.5, 6.5]}

=====

# 2
{"formula": "C2H2N2O3", "method": "ωB97M-V with the def2-TZVPD basis set", "elements": ["C", "C", "N", "N", "O", "O", "O", "H", "H"], "coordinates": [[2.1427, -0.0516, 0.4765], [-2.4701, 0.4435, 0.0163], [0.8373, 0.0973, 0.0949], [0.0052, -0.3312, -0.6654], [3.0618, 0.6281, 0.1268], [-2.6145, 1.5771, 0.2457], [-0.0319, -1.1594, -1.5430], [2.2035, -0.7911, 1.3042], [-3.1339, -0.4126, -0.0562]], "e_homo_ev": [-8.561, -9.663], "energy_ha": -412.422936, "largest_force_ev_per_a": 1.89, "lumo_energy_ev": [-1.57, -0.20], "homo_lumo_gap_ev": [7.0, 9.5]}

=====

# 3
{"formula": "C3H10N3", "method": "ωB97M-V with the def2-TZVPD basis set", "elements": ["C", "C", "C", "N", "N", "N", "H", "H", "H", "H", "H", "H", "H", "H", "H", "H"], "coordinates": [[-1.5179, 0.3883, -0.0860], [0.5984, 1.5713, 0.1263], [1.3691, -1.2729, -0.4127], [-2.0899, -0.7906, -0.0771], [-0.1965, 0.4197, 0.0846], [0.3145, -0.8259, 0.5040], [-2.0263, 1.4060, -0.2529], [-0.1200, 2.5344, 0.1625], [1.1392, 1.5778, 1.2021], [1.2910, 1.7130, -0.7769], [0.8389, -1.4770, -1.4180], [1.9094, -0.3691, -0.7672], [1.9260, -2.1404, -0.1835], [-3.0480, -0.9174, -0.1526], [-1.3459, -1.4059, 0.2326], [0.9581, -0.4112, 1.8148]], "e_homo_ev": [-10.687, -15.055], "energy_ha": -284.043875, "charge": 1, "largest_force_ev_per_a": 4.73, "lumo_energy_ev": [-3.76, -7.62], "s2": 2.01, "spin_multiplicity": 3, "homo_lumo_gap_ev": [6.9, 7.4]}

=====

# 4
{"formula": "C27H17F10N7NiOS2", "method": "ωB97M-V with the def2-TZVPD basis set", "elements": ["Ni", "C", "N", "C", "C", "N", "C", "C", "F", "C", "F", "C", "F", "C", "F", "C", "F", "C", "C", "N", "C", "C", "F", "C", "F", "C", "F", "C", "F", "C", "F", "H", "H", "H", "H", "H", "H", "H", "H", "H", "H", "H", "S", "C", "S", "C", "C", "N", "C", "N", "N", "C", "O", "C", "C", "C", "C", "N", "C", "H", "H", "H", "H", "H", "H"], "coordinates": [[0.9989, -0.9958, -0.2119], [0.1815, -3.9266, -0.8821], [1.2866, -3.0615, -1.2597], [1.2723, -2.7359, -2.6756], [0.1140, -1.8024, -3.0143], [0.1232, -0.7055, -2.0744], [-0.8167, 0.2369, -2.1234], [-1.9787, 0.3618, -2.8860], [-2.2641, -0.6176, -3.7929], [-2.9616, 1.3426, -2.8160], [-3.8435, 1.3151, -3.8736], [-2.9359, 2.7027, -2.1966], [-4.2258, 3.1961, -2.2898], [-1.1646, 3.6319, -1.4035], [-0.6669, 4.7522, -0.8066], [-0.0832, 2.5640, -1.7078], [1.1120, 2.8779, -1.0677], [2.5574, -3.5695, -0.7830], [2.7189, -3.3559, 0.7202], [2.3934, -1.9845, 1.0411], [2.6740, -1.5114, 2.2635], [3.1192, -2.2219, 3.4139], [3.2793, -3.5725, 3.3839], [3.3602, -1.6301, 4.6395], [3.7616, -2.3947, 5.6732], [3.1845, -0.2829, 4.8369], [3.4321, 0.2899, 6.0376], [2.7623, 0.4720, 3.7561], [2.6087, 1.7958, 3.9076], [2.5255, -0.1153, 2.5399], [2.1588, 0.7055, 1.5394], [0.2366, -4.9009, -1.3996], [-0.7671, -3.4467, -1.1197], [0.1969, -4.0915, 0.1949], [1.2134, -3.6444, -3.3037], [2.2091, -2.2242, -2.9033], [-0.8255, -2.3632, -2.9959], [0.2418, -1.4501, -4.0459], [3.3500, -3.0159, -1.2904], [2.6787, -4.6415, -1.0250], [3.7587, -3.5975, 0.9657], [2.0934, -4.0773, 1.2646], [-1.0126, 1.7450, 1.4727], [-1.0728, 0.0766, 2.1017], [-0.9746, -1.2698, 1.1113], [-1.1537, 0.0368, 3.4990], [-1.4804, 1.1849, 4.2865], [-1.7794, 2.0946, 4.9348], [-0.9944, -1.1837, 4.2247], [-0.8708, -2.1416, 4.8572], [-3.6205, 3.3530, 1.3176], [-3.2005, 3.7967, 0.1101], [-3.4955, 4.8989, -0.3195], [-2.3260, 2.8631, -0.7351], [-1.8913, 3.7774, -2.7366], [-0.9077, 3.3055, -3.7651], [0.0867, 2.6289, -3.2024], [-0.6146, 1.3241, -1.2041], [-1.6824, 1.5651, -0.2291], [-4.0562, 4.0454, 1.9027], [-3.1374, 2.5928, 1.7775], [-2.3890, 4.7321, -2.8961], [-1.0516, 3.4291, -4.8321], [0.9100, 2.1265, -3.6948], [-2.3545, 0.7113, -0.2106]], "e_homo_ev": [-0.735, -1.075], "energy_ha": -4800.936473, "charge": -2, "largest_force_ev_per_a": 1.16, "lumo_energy_ev": [4.64, 4.63], "s2": 2.03, "spin_multiplicity": 3, "homo_lumo_gap_ev": [5.4, 5.7]}

=====

# 5
{"formula": "C26H32BN8O2Ru", "method": "ωB97M-V with the def2-TZVPD basis set", "elements": ["Ru", "C", "C", "N", "N", "C", "B", "N", "C", "C", "C", "N", "N", "C", "C", "C", "N", "H", "H", "H", "H", "H", "H", "H", "H", "H", "H", "C", "C", "O", "C", "C", "C", "N", "N", "C", "O", "C", "C", "C", "C", "C", "C", "H", "H", "H", "H", "H", "H", "H", "H", "H", "H", "H", "H", "C", "C", "C", "C", "C", "H", "H", "H", "H", "H", "H", "H", "H", "H", "H"], "coordinates": [[-1.6187, -1.0754, -0.7666], [-2.1308, -1.7788, 4.1921], [-2.7481, -1.5961, 2.9391], [-1.9184, -1.8904, 1.9505], [-0.7644, -2.2575, 2.5304], [-0.8601, -2.2110, 3.8727], [0.4292, -2.7794, 1.6993], [-0.1273, -3.6750, 0.5282], [-0.1352, -5.0175, 0.5129], [-0.7267, -5.4449, -0.6615], [-1.0550, -4.2510, -1.3220], [-0.6966, -3.1970, -0.5978], [1.4157, -1.6961, 1.2454], [2.6746, -2.1919, 0.8923], [3.1477, -1.5323, -0.2225], [2.2072, -0.6004, -0.5906], [1.0907, -0.6905, 0.2669], [-2.5426, -1.6150, 5.1754], [-3.7421, -1.2561, 2.7049], [-0.0187, -2.4692, 4.4967], [1.0619, -3.5266, 2.4229], [0.2880, -5.5732, 1.3341], [-0.8818, -6.4597, -0.9911], [-1.5244, -4.0980, -2.2806], [3.0891, -3.0148, 1.4498], [4.0919, -1.6981, -0.7190], [2.2347, 0.1292, -1.3758], [-4.8363, 1.0766, 1.5070], [-3.5619, 0.8151, 0.7088], [-3.5855, -0.2651, 0.0177], [-2.5791, 1.7868, 0.7648], [-1.4345, 2.0141, -0.0950], [-1.3949, 3.3273, -0.8196], [-0.3693, 1.0996, -0.3552], [0.4556, 1.4691, -1.4572], [0.0626, 0.8768, -2.5616], [-0.8674, 0.0543, -2.7680], [0.9128, 1.2545, -3.7578], [1.7087, 2.3947, -3.7837], [2.4893, 2.6872, -4.8962], [2.4882, 1.8410, -5.9974], [1.6917, 0.7065, -5.9792], [0.9067, 0.4206, -4.8673], [-5.2127, 0.1499, 1.9470], [-5.6103, 1.4457, 0.8238], [-4.6861, 1.8136, 2.2983], [-2.8676, 2.6755, 1.3336], [-1.9894, 4.0566, -0.2561], [-1.8457, 3.2563, -1.8230], [-0.3816, 3.7153, -0.9541], [1.7042, 3.0380, -2.9139], [3.1057, 3.5793, -4.9039], [3.1067, 2.0625, -6.8598], [1.6846, 0.0397, -6.8339], [0.2678, -0.4535, -4.8304], [1.0877, 2.9568, 1.2772], [1.2613, 1.4846, 1.6624], [2.7577, 1.1665, 1.6100], [0.7774, 1.2919, 3.1046], [0.3788, 0.5084, 0.7700], [1.7436, 3.5651, 1.9142], [0.0587, 3.2899, 1.4198], [1.3583, 3.1150, 0.2318], [3.2740, 1.8076, 2.3365], [3.1722, 1.3659, 0.6204], [2.9642, 0.1244, 1.8629], [1.3369, 1.9458, 3.7862], [0.9189, 0.2546, 3.4221], [-0.2879, 1.5277, 3.1866], [-0.4042, 0.1247, 1.4216]], "e_homo_ev": [1.053, 0.354], "energy_ha": -1718.096796, "charge": -2, "largest_force_ev_per_a": 0.52, "lumo_energy_ev": [4.84, 4.83], "s2": 8.79, "spin_multiplicity": 6, "homo_lumo_gap_ev": [3.8, 4.5]}